ORCA calculation (the ωB97M-V functional and the def2-TZVPD basis) on 9 unconnected molecules or ions with the total composition C8H32F2N17O12S2 in a non-equilibrium geometry.

Atoms and positions in Å:
1 N 16.1000 -21.6637 13.6587
2 S 16.1303 -20.1505 14.0239
3 O 14.8481 -19.5770 14.1769
4 O 17.3400 -19.4298 13.6895
5 F 16.3999 -20.2693 15.6431
6 S 15.7613 -21.3894 12.0010
7 O 16.4568 -20.4183 11.2083
8 O 14.4154 -21.7403 11.5959
9 F 16.4890 -22.7392 11.5209
10 C 11.3263 -19.3852 13.5870
11 O 10.5730 -19.6133 14.5261
12 N 12.0831 -18.2628 13.4559
13 N 11.5167 -20.2155 12.5304
14 H 12.7072 -18.2099 12.6765
15 H 12.0982 -17.5859 14.1960
16 H 12.3273 -20.0246 11.9716
17 H 11.0504 -21.0865 12.3754
18 C 18.0419 -21.8127 8.2285
19 O 17.6202 -22.8612 7.7445
20 N 17.3589 -20.6563 8.2996
21 N 19.3807 -21.6634 8.4336
22 H 16.4616 -20.5521 7.8593
23 H 17.5847 -20.0429 9.0645
24 H 19.7230 -20.8507 8.9144
25 H 19.9439 -22.4863 8.3086
26 C 20.6447 -17.6892 13.8967
27 O 21.0067 -18.3632 14.8442
28 N 20.7592 -16.2945 14.0104
29 N 19.9633 -18.0422 12.7960
30 H 21.4934 -16.0839 14.6692
31 H 20.8056 -15.8671 13.0968
32 H 19.7798 -19.0315 12.7160
33 H 19.6600 -17.4067 12.0865
34 C 20.3209 -21.7797 13.1911
35 O 21.5448 -21.6248 13.1293
36 N 19.6300 -21.6010 14.3459
37 N 19.5993 -21.7989 12.0453
38 H 18.6598 -21.3368 14.3630
39 H 20.2046 -21.5687 15.1684
40 H 19.9550 -21.6445 11.1249
41 H 18.6231 -21.7752 12.2967
42 C 11.6008 -24.8566 12.4059
43 O 11.1384 -25.3054 11.3549
44 N 11.0643 -25.0983 13.6215
45 N 12.4838 -23.8249 12.4014
46 H 11.2774 -24.3529 14.2860
47 H 10.3744 -25.8047 13.7779
48 H 12.8774 -23.6259 13.3062
49 H 12.8970 -23.4773 11.5609
50 C 16.3036 -25.2108 14.4542
51 O 16.0654 -26.3739 14.7452
52 N 15.4228 -24.1880 14.7344
53 N 17.3801 -24.7682 13.7387
54 H 15.6308 -23.2496 14.3519
55 H 14.6115 -24.3678 15.2976
56 H 17.4131 -23.7977 13.5363
57 H 18.0700 -25.4900 13.6251
58 C 11.2331 -22.0297 8.7133
59 O 12.0640 -22.0220 7.7982
60 N 11.3180 -22.7377 9.8653
61 N 10.2202 -21.1354 8.7294
62 H 10.7192 -22.5701 10.6481
63 H 11.9918 -23.4829 9.8894
64 H 9.9145 -20.9194 7.7930
65 H 9.5470 -21.1372 9.4745
66 C 12.6711 -22.6506 16.2437
67 O 11.7505 -23.2393 15.6530
68 N 13.4479 -21.6690 15.8024
69 N 13.0152 -23.0995 17.5013
70 H 13.4801 -21.4087 14.8291
71 H 14.3052 -21.5728 16.3222
72 H 12.3837 -23.6678 18.0305
73 H 13.9142 -22.8055 17.8370

Calculated values
strongest force on any atom: 0.1438 Eh/bohr
2S+1: 1
frontier orbital gap: 9.098 eV
calculated total energy: -3154.229463 Eh
highest occupied orbital energy: -7.272 eV
ΔE to the lowest compared entry with this formula, charge and spin: 217.0 kJ/mol
total charge: -1



ORCA calculation (the ωB97M-V functional and the def2-TZVPD basis) on a molecular structure, C8H32F2N17O12S2Sn in a non-equilibrium geometry.

Atoms and positions in Å:
1 Sn 10.0965 -8.9689 20.3088
2 N 7.3676 -9.7946 20.8144
3 S 6.4510 -9.2767 21.9571
4 O 5.9325 -10.2700 22.8462
5 O 5.5985 -8.1330 21.6976
6 F 7.6642 -8.4921 22.7789
7 S 6.1989 -10.7702 20.0693
8 O 5.0387 -10.1071 19.6059
9 O 5.9745 -12.0843 20.6093
10 F 7.1044 -11.0135 18.7998
11 C 7.9618 -14.3333 18.2636
12 O 7.4693 -13.9078 17.2157
13 N 7.7345 -15.5253 18.9009
14 N 9.0233 -13.7141 18.8129
15 H 6.9257 -16.0502 18.6169
16 H 8.5822 -15.8925 19.2970
17 H 9.3822 -12.8955 18.3536
18 H 9.2652 -13.9335 19.7667
19 C 5.8243 -7.0386 26.1522
20 O 4.8013 -7.2062 26.7746
21 N 6.0839 -5.8211 25.6027
22 N 6.8714 -7.9051 26.0378
23 H 6.8487 -5.7461 24.9501
24 H 5.9050 -4.9670 26.1044
25 H 6.7449 -8.8424 26.3834
26 H 7.5803 -7.7082 25.3543
27 C 8.0392 -5.3697 21.1894
28 O 8.1137 -6.2446 20.3224
29 N 9.0274 -4.6169 21.6350
30 N 6.8742 -4.9179 21.6656
31 H 10.0049 -4.6774 21.3912
32 H 9.0409 -4.4737 22.6366
33 H 6.9388 -4.2030 22.3695
34 H 5.9700 -5.1623 21.2983
35 C 2.8913 -13.6485 22.1663
36 O 3.6272 -14.4569 21.5807
37 N 1.7282 -14.0027 22.6652
38 N 3.2201 -12.3511 22.3406
39 H 1.0259 -13.3871 23.0379
40 H 1.4734 -14.9721 22.5627
41 H 2.6867 -11.7327 22.9271
42 H 4.1558 -12.0958 22.0669
43 C 5.2130 -11.8224 15.2031
44 O 4.6933 -11.7128 14.1014
45 N 5.9037 -10.8182 15.8309
46 N 5.3287 -12.9674 15.8914
47 H 5.9046 -9.8893 15.4452
48 H 6.2250 -10.9848 16.7673
49 H 4.6827 -13.6908 15.5960
50 H 6.1831 -13.2380 16.3816
51 C 3.7324 -15.0090 17.8612
52 O 3.6407 -15.2611 16.6834
53 N 4.1590 -15.8339 18.8223
54 N 3.6227 -13.7407 18.3179
55 H 4.3540 -15.5218 19.7612
56 H 4.6975 -16.5730 18.3950
57 H 3.7529 -13.4781 19.2827
58 H 3.1446 -13.1255 17.6789
59 C 3.0108 -5.8277 22.6106
60 O 1.8399 -5.5062 22.4363
61 N 3.8128 -5.5597 23.6665
62 N 3.7954 -6.0586 21.5281
63 H 3.3336 -5.3803 24.5351
64 H 4.8128 -5.5355 23.6327
65 H 3.3481 -6.2706 20.6507
66 H 4.7544 -6.3487 21.6034
67 C 8.4642 -13.2670 22.4297
68 O 9.0524 -14.3511 22.4596
69 N 8.9456 -12.2955 21.6594
70 N 7.4697 -12.9727 23.2601
71 H 9.8352 -12.3579 21.1986
72 H 8.4736 -11.4076 21.6197
73 H 6.9247 -12.1751 22.9740
74 H 7.0752 -13.7040 23.8273

Calculated values
strongest force on any atom: 0.1456 Eh/bohr
2S+1: 1
frontier orbital gap: 1.730 eV
calculated total energy: -3367.970617 Eh
highest occupied orbital energy: -10.626 eV
ΔE to the lowest compared entry with this formula, charge and spin: 0.0 kJ/mol
total charge: +1



ORCA calculation (the ωB97M-V functional and the def2-TZVPD basis) on a molecular structure, C8H32HgO8 in a non-equilibrium geometry.

Atoms and positions in Å:
1 Hg 0.0522 0.0249 -0.0368
2 C -0.3962 2.8336 2.2129
3 O 0.3325 1.9852 1.3559
4 H -1.4164 2.4504 2.2337
5 H -0.0298 2.8100 3.2392
6 H -0.3327 3.8605 1.8532
7 H 1.2475 2.1321 1.6065
8 C 1.7085 -0.7201 2.9731
9 O 1.7410 -0.7716 1.5777
10 H 1.2932 -1.6231 3.4206
11 H 2.6854 -0.6327 3.4485
12 H 1.0877 0.0661 3.4026
13 H 2.5324 -1.2505 1.3207
14 C -1.9124 2.7898 -0.8756
15 O -1.7653 1.5173 -0.2913
16 H -1.9220 3.6182 -0.1672
17 H -1.0313 2.8816 -1.5107
18 H -2.7626 2.7827 -1.5578
19 H -2.5984 1.5210 0.1858
20 C -1.3479 -1.8641 2.2546
21 O -1.0907 -0.4841 2.0396
22 H -2.4044 -2.1261 2.1965
23 H -0.8448 -2.5242 1.5480
24 H -1.0438 -2.0847 3.2778
25 H -1.4967 -0.1103 2.8251
26 C 0.9046 -3.2703 -0.9016
27 O 1.1561 -1.9113 -1.1701
28 H 1.7954 -3.7544 -0.5012
29 H 0.2282 -3.4001 -0.0567
30 H 0.5327 -3.7702 -1.7959
31 H 1.6660 -1.9614 -1.9820
32 C 3.4167 0.4479 -1.1722
33 O 2.1048 0.9344 -0.8370
34 H 3.5024 -0.6145 -0.9440
35 H 3.5615 0.6767 -2.2281
36 H 4.1163 1.0617 -0.6049
37 H 2.0837 1.8851 -0.9689
38 C 0.4534 1.2494 -3.5352
39 O -0.2378 0.7071 -2.4087
40 H -0.1735 1.2571 -4.4268
41 H 0.8652 2.2292 -3.2930
42 H 1.3431 0.6448 -3.7111
43 H -1.0729 0.4523 -2.8079
44 C -3.0200 -1.6625 -0.6648
45 O -1.6625 -1.3855 -0.9974
46 H -3.2298 -2.6979 -0.3966
47 H -3.3143 -1.0686 0.2006
48 H -3.7085 -1.3614 -1.4544
49 H -1.5962 -1.7692 -1.8749

Calculated values
strongest force on any atom: 0.0497 Eh/bohr
2S+1: 1
frontier orbital gap: 10.639 eV
calculated total energy: -1078.626604 Eh
highest occupied orbital energy: -17.004 eV
ΔE to the lowest compared entry with this formula, charge and spin: 105.4 kJ/mol
total charge: +2



ORCA calculation (the ωB97M-V functional and the def2-TZVPD basis) on 8 unconnected molecules or ions with the total composition C8H32N12O8 in a non-equilibrium geometry.

Atoms and positions in Å:
1 C 5.8716 -11.5836 -9.5961
2 O 5.3448 -12.1296 -8.4191
3 H 6.4414 -10.6565 -9.5335
4 H 6.4998 -12.2600 -10.1757
5 H 5.0826 -11.2913 -10.2890
6 H 4.9340 -12.9852 -8.5631
7 C 3.1060 -15.1343 -9.7132
8 O 3.3943 -14.4723 -8.5261
9 H 2.2602 -15.8155 -9.6201
10 H 2.8235 -14.3407 -10.4050
11 H 3.8788 -15.7624 -10.1564
12 H 2.5888 -13.9890 -8.3282
13 C 4.2244 -8.5316 -10.1193
14 O 4.6076 -9.0485 -9.1304
15 N 3.1524 -8.7507 -10.8004
16 N 5.0283 -7.8043 -10.7346
17 H 2.9036 -8.2652 -11.6504
18 H 2.4891 -9.2237 -10.2034
19 H 4.7047 -7.2477 -11.5128
20 H 5.8021 -7.5930 -10.1208
21 C 4.2137 -14.9669 -13.4735
22 O 3.4486 -14.6625 -14.3957
23 N 4.8495 -14.1076 -12.7182
24 N 4.6055 -16.1512 -13.1589
25 H 4.6308 -13.1290 -12.8389
26 H 5.3859 -14.3379 -11.8940
27 H 4.0184 -16.8310 -13.6205
28 H 4.8727 -16.3570 -12.2068
29 C 4.8288 -14.0592 -4.7714
30 O 5.4079 -13.9173 -3.7201
31 N 3.5031 -14.0021 -4.7908
32 N 5.2814 -14.4199 -5.9362
33 H 3.0608 -13.6572 -3.9509
34 H 3.0616 -14.1633 -5.6848
35 H 4.6276 -14.4401 -6.7059
36 H 6.2451 -14.7049 -6.0373
37 C 9.0872 -13.5159 -12.8676
38 O 9.1581 -14.6721 -12.4990
39 N 9.7333 -12.9961 -13.8397
40 N 8.2058 -12.6607 -12.4799
41 H 9.7645 -12.0289 -14.1290
42 H 9.9241 -13.7410 -14.4944
43 H 7.4771 -12.7305 -11.7841
44 H 8.3604 -11.7418 -12.8697
45 C 7.0185 -15.1786 -9.1416
46 O 6.4400 -14.8196 -10.1678
47 N 8.1855 -14.7802 -8.6635
48 N 6.5633 -16.1447 -8.4331
49 H 8.7085 -14.0640 -9.1468
50 H 8.2851 -15.0305 -7.6901
51 H 5.6371 -16.4821 -8.6533
52 H 7.0549 -16.5610 -7.6551
53 C 7.6810 -9.4159 -6.5636
54 O 8.6844 -9.0635 -6.0091
55 N 7.0247 -10.5080 -6.2957
56 N 7.1547 -8.9811 -7.7196
57 H 6.2123 -10.7874 -6.8268
58 H 7.3802 -11.0150 -5.4978
59 H 7.5859 -8.2504 -8.2675
60 H 6.5007 -9.5607 -8.2260

Calculated values
strongest force on any atom: 0.1606 Eh/bohr
2S+1: 1
frontier orbital gap: 9.044 eV
calculated total energy: -1583.061359 Eh
highest occupied orbital energy: -9.117 eV
ΔE to the lowest compared entry with this formula, charge and spin: 497.0 kJ/mol
total charge: 0
SMILES: NC(N)=O.NC(N)=O.NC(N)=O.NC(N)=O.NC(N)=O.NC(N)=O.CO.CO